Entry from the Open Molecules 2025 dataset: 2 unconnected molecules or ions with the total composition C13H19N4O7 in a non-equilibrium geometry (wB97M-V/def2-TZVPD).

Results
HOMO	-12.56	eV
net charge	+1

Positions of all 43 atoms, in Å:
O1 1.8093 0.9284 -0.7877
O2 0.0355 -2.7293 1.3686
O3 3.8389 -0.5622 1.1889
O4 -3.2498 2.1359 1.7509
O5 0.2985 -4.9397 0.9373
O6 2.2698 -1.5561 -0.0992
O7 3.2448 -3.9914 1.5315
C1 0.7504 1.5340 -0.8569
C2 0.6994 -3.7546 1.4498
C3 3.1152 -1.5130 0.9617
C4 -2.1848 2.4973 1.2712
C5 -2.0125 -0.5270 -2.5155
C6 -1.6819 -0.5425 -1.1880
C7 -0.3189 -1.9371 -2.2393
N1 -1.1523 -1.4040 -3.1583
N2 -1.5717 3.5638 1.7962
N3 -0.1176 1.4824 0.1584
N4 -0.6289 -1.4262 -1.0328
C8 0.4081 2.2839 -2.1295
C9 -0.3701 4.2638 1.3346
C10 2.0287 -3.7275 2.2014
C11 3.1473 -2.6525 1.9861
C12 -2.2781 0.3325 -0.1061
C13 -1.5766 1.7013 0.0867
H1 -0.6014 -4.8226 0.6016
H2 2.3726 -0.6550 -0.4939
H3 -2.7881 0.0792 -2.9725
H4 0.4861 -2.6441 -2.4318
H5 -1.1440 -1.6046 -4.1553
H6 -2.0627 3.9672 2.5820
H7 0.2470 1.0787 1.0096
H8 -0.1636 -1.6521 -0.1488
H9 0.1353 3.3096 -1.8885
H10 -0.4076 1.7919 -2.6507
H11 1.2880 2.3000 -2.7729
H12 -0.3963 4.4038 0.2528
H13 0.5263 3.7067 1.6142
H14 -0.3178 5.2487 1.8042
H15 1.9171 -4.1737 3.1925
H16 3.7832 -2.3854 2.8354
H17 -3.3324 0.5027 -0.3355
H18 -2.2441 -0.2189 0.8369
H19 -1.8000 2.3079 -0.7891

Atom charges from the Mulliken analysis, given in e for atoms 1 to 5: atom 1 (O): -0.74, atom 2 (O): -0.66, atom 3 (O): -0.54, atom 4 (O): -0.67, atom 5 (O): -0.45



Entry from the Open Molecules 2025 dataset: a molecular structure, C5H8N2 in a non-equilibrium geometry (wB97M-V/def2-TZVPD).

Results
energy above the lowest of the compared OMol25 structures with the same formula, charge and spin	464.9	kJ/mol
HOMO	-8.76	eV

Positions of all 15 atoms, in Å:
C1 0.8126 -1.2841 0.2194
C2 0.0116 -0.0178 -0.0857
C3 0.7294 1.2544 0.3359
N1 -0.3873 0.0179 -1.5005
C4 -1.6965 0.2755 -1.0289
C5 -1.3153 -0.2150 0.7544
N2 -1.8720 -0.3819 1.7670
H1 1.0718 -1.3129 1.2816
H2 1.7282 -1.2628 -0.3815
H3 0.2433 -2.1863 -0.0204
H4 1.7157 1.2577 -0.1377
H5 0.1867 2.1422 0.0048
H6 0.8475 1.2966 1.4224
H7 -0.3581 -0.9395 -1.8491
H8 -1.7176 1.3559 -0.7819

Atom charges from the Mulliken analysis, given in e for atoms 1 to 5: atom 1 (C): -1.65, atom 2 (C): 1.53, atom 3 (C): -1.35, atom 4 (N): -0.49, atom 5 (C): -0.47



Kohn-Sham gap values (in Eh) by entry order: 0.355, 0.304.